*w*
Computed, not measured: a cluster of 2 separate species, C4H12O2 in total, with ωB97M-V with the def2-TZVPD basis set.

Output
2S+1: 1
Charge: 0
SMILES string: CCO.CCO
LUMO energy: 0.747 eV
HOMO energy: -9.976 eV

Geometry as XYZ:
```
18
C4H12O2, DFT ωB97M-V with the def2-TZVPD basis set
C 1.512 -1.387 -1.246
C 0.952 -1.397 0.186
O -0.455 -1.384 0.002
H 1.382 -0.471 -1.823
H 0.979 -2.131 -1.839
H 2.581 -1.578 -1.161
H 1.276 -0.531 0.762
H 1.241 -2.183 0.884
H -0.730 -0.709 -0.623
C -1.495 0.866 1.319
C -0.456 1.293 0.222
O -1.178 2.368 -0.444
H -1.454 1.602 2.122
H -1.228 -0.101 1.746
H -2.528 0.860 0.971
H -0.349 0.545 -0.564
H 0.489 1.690 0.591
H -0.540 2.645 -1.106
```

natural (NBO) atomic charges, in units of e:
1 C -0.642
2 C -0.070
3 O -0.724
4 H 0.203
5 H 0.220
6 H 0.210
7 H 0.152
8 H 0.195
9 H 0.458
10 C -0.636
11 C -0.047
12 O -0.728
13 H 0.207
14 H 0.229
15 H 0.223
16 H 0.120
17 H 0.174
18 H 0.455

=====

*x*
Computed, not measured: a cluster of 2 separate species, C4H12O2 in total, with ωB97M-V with the def2-TZVPD basis set.

Output
2S+1: 1
Charge: 0
SMILES string: CCO.CCO
LUMO energy: 0.815 eV
HOMO energy: -10.135 eV

Geometry as XYZ:
```
18
C4H12O2, DFT ωB97M-V with the def2-TZVPD basis set
C -0.221 0.182 -2.561
C 0.670 1.237 -1.935
O 1.899 0.716 -1.548
H -1.142 0.711 -2.860
H -0.483 -0.582 -1.810
H 0.197 -0.324 -3.447
H 0.851 2.178 -2.490
H 0.157 1.498 -0.989
H 2.262 1.260 -0.818
C -0.723 -0.214 2.864
C -0.103 -0.972 1.722
O -1.079 -1.317 0.797
H -1.560 -0.798 3.281
H -1.109 0.761 2.523
H 0.016 -0.039 3.665
H 0.673 -0.333 1.259
H 0.387 -1.905 2.061
H -0.691 -2.059 0.288
```

natural (NBO) atomic charges, in units of e:
1 C -0.627
2 C -0.057
3 O -0.729
4 H 0.213
5 H 0.216
6 H 0.209
7 H 0.157
8 H 0.150
9 H 0.468
10 C -0.628
11 C -0.057
12 O -0.718
13 H 0.213
14 H 0.209
15 H 0.212
16 H 0.148
17 H 0.153
18 H 0.469

=====

Order of stability, best first: *x*, *w*

=====

*w*
Computed, not measured: a cluster of 3 separate species, C4H12O2 in total, with ωB97M-V with the def2-TZVPD basis set.

Output
2S+1: 1
Charge: 0
SMILES string: C=CCC.O.O
LUMO energy: 0.373 eV
HOMO energy: -9.130 eV

Geometry as XYZ:
```
18
C4H12O2, DFT ωB97M-V with the def2-TZVPD basis set
C 0.978 0.283 1.926
C 0.255 -0.564 1.233
C -0.031 -0.616 -0.143
C 0.260 -2.055 -0.652
H 1.437 0.271 2.895
H 1.381 1.147 1.510
H -0.149 -1.317 1.875
H -1.158 -0.436 -0.236
H 0.289 0.158 -0.885
H -0.208 -2.623 0.268
H -0.185 -2.138 -1.673
H 1.251 -2.456 -0.670
O -1.176 2.136 0.922
H -0.447 1.942 0.390
H -1.938 2.155 0.285
O 0.020 1.544 -2.043
H -0.827 1.798 -2.474
H 0.247 0.772 -2.528
```

natural (NBO) atomic charges, in units of e:
1 C -0.380
2 C -0.179
3 C -0.473
4 C -0.599
5 H 0.200
6 H 0.165
7 H 0.190
8 H 0.201
9 H 0.235
10 H 0.205
11 H 0.202
12 H 0.210
13 O -0.928
14 H 0.470
15 H 0.460
16 O -0.926
17 H 0.476
18 H 0.470

=====

*x*
Computed, not measured: a cluster of 3 separate species, C4H12O2 in total, with ωB97M-V with the def2-TZVPD basis set.

Output
2S+1: 1
Charge: 0
SMILES string: C/C=C/C.O.O
LUMO energy: 0.763 eV
HOMO energy: -8.622 eV

Geometry as XYZ:
```
18
C4H12O2, DFT ωB97M-V with the def2-TZVPD basis set
C -0.406 -0.443 -2.540
C 0.099 -0.111 -1.177
C 1.164 -0.727 -0.651
C 1.994 -0.078 0.460
H -0.228 0.443 -3.159
H -1.503 -0.443 -2.465
H -0.034 -1.367 -2.965
H -0.379 0.419 -0.360
H 1.739 -1.459 -1.217
H 2.451 0.792 -0.016
H 2.792 -0.794 0.663
H 1.510 0.256 1.372
O -1.834 1.999 0.805
H -1.238 1.607 1.451
H -2.166 2.848 1.105
O -0.488 -0.907 2.237
H -1.245 -1.505 2.230
H 0.249 -1.529 2.240
```

natural (NBO) atomic charges, in units of e:
1 C -0.645
2 C -0.187
3 C -0.199
4 C -0.657
5 H 0.218
6 H 0.214
7 H 0.217
8 H 0.222
9 H 0.173
10 H 0.218
11 H 0.203
12 H 0.217
13 O -0.957
14 H 0.485
15 H 0.475
16 O -0.943
17 H 0.473
18 H 0.473

=====

Order of stability, best first: *x*, *w*

=====

*w*
Computed, not measured: the ion C7H16NO with charge +1, with ωB97M-V with the def2-TZVPD basis set.

Output
2S+1: 1
Charge: +1
SMILES string: C[NH+](C)[C@]1(C)OC1(C)C
LUMO energy: -2.719 eV
HOMO energy: -14.400 eV

Geometry as XYZ:
```
25
C7H16NO, DFT ωB97M-V with the def2-TZVPD basis set
C -1.767 0.330 -1.129
N -1.215 0.462 0.195
C -2.130 0.395 1.311
C 0.020 -0.392 0.364
C -0.113 -1.815 -0.171
O 0.784 -0.271 1.480
C 1.440 0.171 0.324
C 1.413 1.682 -0.028
C 2.606 -0.711 -0.237
H -1.710 1.219 -1.679
H -1.376 -0.425 -1.795
H -2.841 0.167 -1.139
H -0.576 1.297 0.239
H -2.827 1.196 1.238
H -2.741 -0.453 1.122
H -1.539 0.086 2.170
H 0.588 -2.427 0.256
H 0.093 -1.748 -1.219
H -1.086 -2.092 0.006
H 0.819 2.245 0.692
H 1.122 1.970 -1.016
H 2.413 2.072 0.086
H 3.447 -0.621 0.424
H 2.856 -0.625 -1.265
H 2.321 -1.711 -0.230
```

natural (NBO) atomic charges, in units of e:
1 C -0.454
2 N -0.401
3 C -0.423
4 C 0.367
5 C -0.638
6 O -0.454
7 C 0.275
8 C -0.696
9 C -0.649
10 H 0.240
11 H 0.255
12 H 0.247
13 H 0.480
14 H 0.247
15 H 0.225
16 H 0.260
17 H 0.248
18 H 0.221
19 H 0.214
20 H 0.219
21 H 0.237
22 H 0.266
23 H 0.247
24 H 0.243
25 H 0.224

=====

*x*
Computed, not measured: a structure of composition C7H16NO, with ωB97M-V with the def2-TZVPD basis set.

Output
2S+1: 1
Charge: +1
LUMO energy: -2.582 eV
HOMO energy: -13.199 eV

Geometry as XYZ:
```
25
C7H16NO, DFT ωB97M-V with the def2-TZVPD basis set
C -0.992 -3.032 -1.689
C -0.744 -2.558 -0.473
C 1.528 2.007 -0.403
C -0.707 1.737 0.524
C 1.352 0.800 1.518
C 0.336 -0.059 -0.606
C -1.136 -1.138 -0.066
N 0.602 1.084 0.314
O -1.469 -1.038 1.301
H -0.716 -4.066 -2.005
H -1.324 -2.325 -2.463
H -0.283 -3.120 0.265
H 1.322 2.934 0.030
H 2.616 1.798 -0.323
H 1.260 2.163 -1.569
H -0.499 2.511 1.159
H -1.122 2.198 -0.319
H -1.413 1.049 1.042
H 0.673 0.078 2.085
H 2.105 0.147 1.157
H 1.730 1.526 2.158
H 1.099 -0.842 -0.709
H -0.054 0.359 -1.570
H -1.881 -0.595 -0.795
H -2.283 -1.617 1.437
```

natural (NBO) atomic charges, in units of e:
1 C -0.330
2 C -0.282
3 C -0.421
4 C -0.422
5 C -0.424
6 C -0.249
7 C 0.121
8 N -0.233
9 O -0.743
10 H 0.231
11 H 0.198
12 H 0.219
13 H 0.220
14 H 0.253
15 H 0.243
16 H 0.216
17 H 0.233
18 H 0.274
19 H 0.248
20 H 0.225
21 H 0.253
22 H 0.247
23 H 0.233
24 H 0.183
25 H 0.509

=====

Order of stability, best first: *w*, *x*